A 3-piece molecular cluster, C4H14N2O2 overall at a distorted geometry, computed with ωB97M-V with the def2-TZVPD basis set.

CARTESIAN COORDINATES (ANGSTROEM)
C -0.99241 1.03906 0.38634
C -0.30837 0.64486 -0.99765
C 0.98884 -0.24262 -0.72804
C 2.74168 1.09602 0.24458
N 2.13880 0.71393 -0.81842
N -2.40914 0.89118 0.52855
H -0.49767 1.97990 0.68771
H -0.68197 0.37067 1.21391
H -0.92125 0.15553 -1.70962
H -0.04811 1.47805 -1.55242
H 0.93248 -1.03634 -1.51364
H 0.97549 -0.89279 0.23143
H 3.50057 1.74431 0.20846
H 2.55800 1.05204 1.33594
H -2.86777 1.57460 -0.11143
H -2.74143 1.05559 1.45316
H -3.06628 -1.35398 -1.42516
H -2.07457 -0.42451 -1.23551
O -2.18826 -1.36163 -1.61514
H 2.42384 -2.95037 1.55726
H 1.05920 -2.40187 2.08816
O 1.47833 -3.13163 1.77156

## Properties
E_LUMO, eV: 0.68
F_max, eV/Å: 4.870
Relative energy (zero: lowest compared OMol25 entry of this formula, charge and spin), eV: 3.675
Frontier orbital gap, eV: 10.145
SMILES: C=NCCCN.O.O

Mulliken population analysis, charges in e, atoms 1 to 8: -0.417, -1.009, 0.147, -0.276, -0.549, -0.589, 0.273, 0.273